w | {
  "formula": "C3H11N2S",
  "method": "ωB97M-V/def2-TZVPD",
  "charge": 1,
  "e_homo_ev": -14.20,
  "smiles": "CC[NH2+][C@@H](N)S",
  "lumo_ev": -3.2,
  "species": ["C", "C", "C", "N", "N", "S", "H", "H", "H", "H", "H", "H", "H", "H", "H", "H", "H"],
  "coordinates": [[1.859, -1.351, -0.102], [1.372, 0.047, 0.246], [-1.234, 0.065, 0.338], [-2.063, 1.633, 0.217], [0.068, 0.537, -0.348], [-1.914, -1.368, -0.431], [2.672, -1.640, 0.592], [1.080, -2.088, 0.096], [2.154, -1.293, -1.290], [2.215, 0.778, -0.093], [1.280, 0.335, 1.358], [-1.295, 0.086, 1.474], [-1.277, 2.251, 0.572], [-2.788, 1.581, 0.923], [0.052, -0.005, -1.247], [-0.069, 1.502, -0.577], [-2.112, -1.069, -1.727]],
  "lowdin_charge": [-0.08, -0.23, -0.59, 0.02, -0.01, 0.84, 0.10, 0.05, 0.15, 0.16, 0.15, 0.13, 0.07, 0.05, 0.15, 0.14, -0.09]
}



x | {
  "formula": "C3H11N2S",
  "method": "ωB97M-V/def2-TZVPD",
  "charge": 1,
  "e_homo_ev": [-11.88, -10.89],
  "lumo_ev": [-3.8, -4.4],
  "species": ["C", "C", "C", "N", "N", "S", "H", "H", "H", "H", "H", "H", "H", "H", "H", "H", "H"],
  "coordinates": [[-2.665, 0.351, -0.572], [-0.320, 0.725, 0.761], [2.094, -0.509, 0.589], [1.827, -1.571, -0.179], [-1.137, 0.091, -0.259], [2.789, 0.864, -0.209], [-3.206, -0.270, 0.176], [-2.771, 1.361, -0.577], [-2.957, 0.107, -1.539], [-0.543, 0.304, 1.690], [-0.095, 1.670, 0.460], [2.328, -0.578, 1.703], [1.655, -1.410, -1.168], [2.393, -2.407, -0.134], [-1.249, -0.936, -0.206], [-0.607, 0.349, -1.176], [2.462, 1.857, 0.638]],
  "lowdin_charge": [0.04, -0.06, -0.59, 0.01, -0.10, 0.80, 0.12, 0.06, 0.07, 0.05, 0.02, 0.12, 0.09, 0.12, 0.16, 0.19, -0.10]
}



Which structure is most stable? w, by 0.0629 hartree over the runner-up.